Formula: C6H10N2
Source: the Open Molecules 2025 dataset
Level of theory: ωB97M-V/def2-TZVPD

strongest force on any atom	3.7	eV Å⁻¹
orbital gap	9.820	eV

Geometry as XYZ:
```
18
Properties=species:S:1:pos:R:3:forces:R:3:lowdin_charge:R:1
C 1.97455 -0.16011 -0.04441 0.86 1.25 0.60 -0.05
C 0.48423 -0.33273 0.18893 0.40 1.87 -3.00 -0.46
C -0.22045 1.15367 0.18270 -1.00 -0.31 3.19 -0.24
C -0.49521 -0.24995 -1.07599 -0.27 -0.62 -0.61 -0.22
C -1.88514 -0.30556 -0.37006 1.28 0.09 0.27 -0.04
C -1.69820 0.64085 0.55649 2.55 0.07 -2.65 -0.01
H 2.29676 0.35756 -0.92639 -0.49 0.41 -0.71 0.07
H 2.38492 0.49616 0.76461 -0.27 -0.61 -0.25 0.09
H 2.55595 -1.06410 -0.05036 -0.09 -0.71 0.21 0.07
H 1.01578 -1.43890 1.79602 -0.31 -0.04 -0.02 0.09
H -0.60361 -1.69812 1.29338 1.07 0.42 -0.04 0.10
H 0.27238 1.96970 0.71714 -0.43 0.05 0.25 0.13
H -1.03551 1.67618 -1.57931 -0.20 0.23 -0.21 0.10
H -0.37092 -0.81059 -1.97085 0.13 -0.89 -0.64 0.12
H -2.61078 -1.09782 -0.53537 -0.12 0.50 0.10 0.10
H -2.23098 1.09691 1.28735 -1.86 0.77 2.16 0.05
N 0.36535 -1.45008 1.01886 -1.66 -0.66 1.00 0.08
N -0.19912 1.21693 -1.25272 0.41 -1.82 0.35 0.04
```
Forces are in eV/Å.

---

Formula: C6H10N2
Source: the Open Molecules 2025 dataset
Level of theory: ωB97M-V/def2-TZVPD

strongest force on any atom	1.1	eV Å⁻¹
orbital gap (alpha / beta)	6.931 / 6.934	eV

Geometry as XYZ:
```
18
Properties=species:S:1:pos:R:3:forces:R:3:lowdin_charge:R:1
C -1.17546 -0.83353 -1.70190 0.00 -0.02 -0.08 0.00
C -0.39149 1.98830 -0.08173 -0.10 0.04 -0.08 -0.05
N -0.78794 -1.57418 0.67492 -0.25 0.48 -0.76 0.02
C 0.96865 -0.00357 0.93735 0.02 -0.12 -0.28 -0.35
C -0.66051 -0.64546 -0.31335 -0.19 -0.28 0.63 -0.28
C 0.00569 0.57260 0.17291 0.08 0.02 0.04 -0.23
N 2.01073 0.51422 1.62890 -0.22 0.00 -0.09 0.14
C 0.75300 -1.48734 0.87251 0.67 -0.46 0.77 -0.09
H -1.06277 -2.49837 0.34906 0.08 0.11 -0.05 0.11
H 2.05572 1.50405 1.81413 0.03 -0.14 -0.04 0.10
H 2.49518 -0.10977 2.25744 -0.14 0.06 -0.08 0.10
H 1.25725 -1.95228 0.01585 -0.12 0.28 -0.16 0.05
H -1.29633 -1.88744 -1.95817 0.05 0.07 0.04 0.08
H -2.16325 -0.36278 -1.77829 0.08 0.00 0.08 0.10
H -0.53096 -0.34412 -2.43397 -0.02 -0.04 0.06 0.09
H -1.37978 2.22482 0.33019 0.07 0.03 -0.03 0.08
H 0.32475 2.68071 0.36760 -0.03 -0.05 -0.03 0.07
H -0.42247 2.21413 -1.15346 0.01 0.02 0.06 0.07
```
Forces are in eV/Å.